The following is a DFT calculation (ωB97M-V with the def2-TZVPD basis set) of C40H34BrN7O5Pd as an isolated structure.

ORCA input file:
```
! wB97M-V def2-TZVPD RIJCOSX def2/J DEFGRID3
* xyz 0 1
Pd 0.14 -0.49 -1.01
C 3.47 -0.88 -1.12
O 2.61 0.20 -1.47
C 3.18 1.44 -1.53
C 4.53 1.67 -1.36
C 5.01 2.98 -1.43
Br 6.87 3.27 -1.19
C 4.18 4.04 -1.66
C 2.81 3.82 -1.84
C 2.30 2.52 -1.78
O 1.01 2.24 -1.97
C 1.89 4.93 -2.08
N 0.60 4.78 -2.25
C 0.09 6.06 -2.44
C -1.22 6.48 -2.66
C -1.44 7.84 -2.81
C -0.38 8.76 -2.75
C 0.92 8.35 -2.53
C 1.13 6.99 -2.37
N 2.27 6.24 -2.15
H 4.00 -0.68 -0.18
H 4.20 -1.08 -1.91
H 2.82 -1.73 -0.98
H 5.21 0.86 -1.17
H 4.60 5.04 -1.71
H 0.53 3.09 -2.12
H -2.04 5.78 -2.71
H -2.44 8.20 -2.99
H -0.59 9.82 -2.88
H 1.74 9.07 -2.49
H 3.20 6.60 -2.04
O -7.28 2.39 -1.54
C -5.99 2.73 -1.34
O -5.71 3.88 -1.14
C -4.97 1.64 -1.36
C -3.64 2.00 -1.16
C -2.63 1.06 -1.20
C -2.92 -0.29 -1.42
C -4.25 -0.66 -1.63
C -5.25 0.30 -1.60
N -1.87 -1.23 -1.45
C -2.08 -2.42 -1.00
C -1.05 -3.44 -1.13
C -1.36 -4.79 -0.98
C -0.37 -5.74 -1.14
C 0.91 -5.31 -1.46
C 1.14 -3.95 -1.58
N 0.20 -3.02 -1.38
H -7.37 1.44 -1.69
H -3.41 3.04 -0.97
H -1.59 1.33 -1.07
H -4.50 -1.69 -1.84
H -6.27 -0.05 -1.78
H -3.01 -2.69 -0.51
H -2.38 -5.08 -0.76
H -0.60 -6.79 -1.03
H 1.72 -6.01 -1.60
H 2.13 -3.60 -1.83
C 2.53 -6.18 1.90
C 1.56 -5.38 2.74
C 1.70 -5.28 4.12
C 0.82 -4.53 4.88
C -0.24 -3.86 4.27
N -1.12 -3.12 5.10
C -2.11 -2.24 4.73
O -3.15 -2.13 5.36
N -1.90 -1.51 3.58
C -0.71 -0.97 3.05
C 0.53 -0.99 3.68
C 1.61 -0.44 3.02
C 1.44 0.10 1.76
N 0.25 0.13 1.15
C -0.79 -0.37 1.80
C -0.40 -3.96 2.89
C 0.50 -4.70 2.14
H 3.21 -6.75 2.53
H 3.13 -5.53 1.26
H 2.00 -6.88 1.25
H 2.51 -5.80 4.61
H 0.95 -4.46 5.95
H -1.28 -3.49 6.02
H -2.75 -1.09 3.24
H 0.65 -1.41 4.67
H 2.59 -0.43 3.49
H 2.27 0.53 1.21
H -1.75 -0.31 1.29
H -1.22 -3.46 2.40
H 0.36 -4.76 1.07
*
```

## Properties
- HOMO-LUMO gap (spin up / spin down) (eV) = 5.65 / 5.65
- calculated total energy (eV) = -136223.153
- M (g mol⁻¹) = 879.1
- highest occupied orbital energy (spin up / spin down) (eV) = -6.00 / -6.00